1.
The following is a DFT calculation (ωB97M-V/def2-TZVPD) of a cluster of 2 separate species, C2H7ISi in total in a non-equilibrium geometry.

The value obtained for the HOMO energy is -7.77 eV. Its energy relative to the best compared isomer or geometry (same formula, charge and spin) is 71.2 kcal per mole. Its strongest force on any atom is 0.0745 hartree/bohr.

Cartesian coordinates (Å):
C (0.3812, -2.0683, -0.0199)
C (-0.4627, 1.8025, 0.7402)
Si (-0.9934, 0.4415, -0.4222)
I (-3.3302, -0.0772, -0.0284)
H (0.2713, -2.2548, 1.0276)
H (-0.2050, -2.5893, -0.8288)
H (1.3586, -1.8197, -0.3545)
H (0.6354, 2.0224, 0.6526)
H (-0.8579, 2.6899, 0.2385)
H (-0.6597, 1.7668, 1.9031)
H (-0.4385, 0.5534, -1.8499)

2.
The following is a DFT calculation (ωB97M-V/def2-TZVPD) of a cluster of 2 separate species, C2H6N3 in total in a non-equilibrium geometry.

The value obtained for the HOMO energy is -13.02 eV. The net charge is +1. Its energy relative to the best compared isomer or geometry (same formula, charge and spin) is 56.5 kcal per mole. Its strongest force on any atom is 0.0991 hartree/bohr.

Cartesian coordinates (Å):
C (-2.2345, -0.2621, 0.1667)
C (1.9667, 0.0452, -0.7686)
N (-1.4343, 0.6379, 0.2798)
N (-2.6967, -1.3185, -0.2007)
N (1.7912, 0.4082, 0.3938)
H (2.2745, -1.0030, -1.0503)
H (-1.5847, 1.4494, 0.8533)
H (1.8389, 0.8252, -1.4157)
H (-3.4998, -1.8516, -0.0242)
H (2.1138, -0.2474, 1.1759)
H (1.4650, 1.3167, 0.5900)

3.
The following is a DFT calculation (ωB97M-V/def2-TZVPD) of a structure of composition C17H25O16Pd in a non-equilibrium geometry.

The value obtained for the HOMO energy (alpha / beta) is -13.27 / -13.27 eV. The net charge is +1. Its energy relative to the best compared isomer or geometry (same formula, charge and spin) is 15.4 kcal per mole. Its strongest force on any atom is 0.0485 hartree/bohr. The spin multiplicity is 3.

Cartesian coordinates (Å):
Pd (3.7913, 0.0551, -1.9505)
C (0.1010, -0.4089, -2.4002)
C (0.6768, 0.1879, -1.1100)
O (1.9384, 0.6661, -1.2288)
H (-0.9215, -0.7312, -2.1996)
H (0.6896, -1.2771, -2.6959)
H (0.0063, 0.3537, -3.1699)
H (0.6243, -0.6028, -0.3262)
H (0.0172, 0.9717, -0.7145)
C (-2.7523, -0.4819, 0.2070)
C (-3.9637, -0.4070, 1.1128)
O (-3.4835, 0.4356, 2.1550)
C (-2.5328, 1.2447, 1.6464)
O (-2.0615, 2.1839, 2.1984)
O (-2.1202, 0.7843, 0.4353)
H (-2.9829, -0.7199, -0.8309)
H (-2.0222, -1.2365, 0.5117)
H (-4.2266, -1.4127, 1.4391)
H (-4.8455, 0.0090, 0.6253)
C (2.2958, -1.0856, 3.7903)
C (2.7115, -2.5199, 4.1308)
O (2.1473, -3.2828, 3.0791)
C (1.5325, -2.4898, 2.1870)
O (0.8576, -2.8866, 1.2904)
O (1.8523, -1.1934, 2.4258)
H (3.0699, -0.3301, 3.8585)
H (1.4182, -0.8278, 4.3842)
H (2.3963, -2.8022, 5.1340)
H (3.7925, -2.6789, 4.1478)
C (0.3865, 4.2294, -4.2233)
C (-0.4972, 3.2629, -5.0556)
O (-1.8212, 3.7046, -4.7749)
C (-1.7942, 4.7651, -3.9328)
O (-2.7527, 5.3190, -3.5232)
O (-0.5140, 5.1115, -3.6262)
H (1.1861, 4.6192, -4.8480)
H (0.8478, 3.5504, -3.4976)
H (-0.4211, 2.2389, -4.6806)
H (-0.2919, 3.2063, -6.1231)
C (-0.8325, -4.1008, -1.2961)
C (-1.4840, -5.4706, -1.4993)
O (-2.3889, -5.5053, -0.3832)
C (-2.7202, -4.2388, -0.0701)
O (-3.5817, -3.9044, 0.6692)
O (-1.9110, -3.3637, -0.7171)
H (-0.5127, -3.6573, -2.2363)
H (-0.0204, -4.1605, -0.5739)
H (-0.7238, -6.2368, -1.3770)
H (-2.0534, -5.5622, -2.4202)
C (1.5133, 2.4526, 3.0842)
C (2.1136, 2.4809, 1.6573)
O (3.4460, 2.9843, 1.8592)
C (3.6794, 3.1975, 3.1771)
O (4.6831, 3.6193, 3.6271)
O (2.6245, 2.8003, 3.9050)
H (1.2404, 1.4356, 3.3480)
H (0.6986, 3.1621, 3.1903)
H (1.5968, 3.0772, 0.9127)
H (2.2990, 1.4663, 1.2959)

4.
The following is a DFT calculation (ωB97M-V/def2-TZVPD) of a cluster of 2 separate species, C2H2N3P in total in a non-equilibrium geometry.

The value obtained for the HOMO energy is -10.00 eV. Its energy relative to the best compared isomer or geometry (same formula, charge and spin) is 52.7 kcal per mole. Its strongest force on any atom is 0.0492 hartree/bohr.

Cartesian coordinates (Å):
C (-0.2537, -1.0658, -0.5986)
C (3.5895, -0.5431, 0.3112)
N (-1.0057, -1.1919, 0.2864)
N (3.9092, -1.4336, 0.9650)
N (2.3659, 1.6268, 0.0365)
P (3.2057, 0.7140, -0.9473)
H (1.8594, 2.5161, -0.0761)
H (-1.7920, -1.1972, 0.8954)

5.
The following is a DFT calculation (ωB97M-V/def2-TZVPD) of a cluster of 2 separate species, CH4ClFOP in total in a non-equilibrium geometry.

The value obtained for the HOMO energy (alpha / beta) is -16.43 / -15.98 eV. The net charge is +1. Its energy relative to the best compared isomer or geometry (same formula, charge and spin) is 107.6 kcal per mole. Its strongest force on any atom is 0.0758 hartree/bohr.

Cartesian coordinates (Å):
C (1.2768, -0.3897, -0.0854)
O (-0.9551, 0.3671, -1.2643)
F (-0.2694, 1.9141, 0.6943)
P (-0.3522, 0.3237, 0.2135)
Cl (-2.6054, -0.6011, 2.2928)
H (1.4392, -0.7039, -1.1123)
H (1.3350, -1.3498, 0.2946)
H (1.9818, 0.1383, 0.4940)
H (-1.8507, 0.3012, -1.5271)

6.
The following is a DFT calculation (ωB97M-V/def2-TZVPD) of a cluster of 2 separate species, C5H13NO in total in a non-equilibrium geometry.

The value obtained for the HOMO energy is -8.69 eV. Its energy relative to the best compared isomer or geometry (same formula, charge and spin) is 40.6 kcal per mole. Its strongest force on any atom is 0.0216 hartree/bohr. The SMILES is C=CCCNC.O.

Cartesian coordinates (Å):
C (0.9090, 2.5431, -1.1392)
N (1.2558, 1.5996, -0.0955)
C (0.2222, 0.6059, 0.1423)
C (0.8251, -0.7032, 0.6082)
C (1.7174, -1.3404, -0.4390)
C (1.5180, -1.3365, -1.7437)
H (0.1875, 3.2659, -0.7642)
H (1.7975, 3.1074, -1.4546)
H (0.5213, 2.0799, -2.0466)
H (2.0996, 1.1065, -0.3488)
H (-0.4734, 0.9775, 0.9129)
H (-0.4149, 0.4794, -0.7491)
H (1.5117, -0.4187, 1.4090)
H (0.0525, -1.4075, 0.9225)
H (2.5665, -1.8971, -0.0627)
H (0.6789, -0.8121, -2.1651)
H (2.1967, -1.8327, -2.4174)
H (-5.7298, -2.7685, 2.9001)
H (-5.9074, -1.4306, 3.6647)
O (-5.5341, -1.8180, 2.8663)

- What is the energy relative to the best compared isomer or geometry (same formula, charge and spin) in the first record?
  71.2 kcal per mole

- energy relative to the best compared isomer or geometry (same formula, charge and spin) of number 4 (C2H2N3P)?
  52.7 kcal per mole

Repeat the fifth record exactly.
The following is a DFT calculation (ωB97M-V/def2-TZVPD) of a cluster of 2 separate species, CH4ClFOP in total in a non-equilibrium geometry.

The value obtained for the HOMO energy (alpha / beta) is -16.43 / -15.98 eV. The net charge is +1. Its energy relative to the best compared isomer or geometry (same formula, charge and spin) is 107.6 kcal per mole. Its strongest force on any atom is 0.0758 hartree/bohr.

Cartesian coordinates (Å):
C (1.2768, -0.3897, -0.0854)
O (-0.9551, 0.3671, -1.2643)
F (-0.2694, 1.9141, 0.6943)
P (-0.3522, 0.3237, 0.2135)
Cl (-2.6054, -0.6011, 2.2928)
H (1.4392, -0.7039, -1.1123)
H (1.3350, -1.3498, 0.2946)
H (1.9818, 0.1383, 0.4940)
H (-1.8507, 0.3012, -1.5271)

- The highest strongest force on any atom belongs to which entry?
  C2H6N3